Entry from the OMol25 dataset: C44H57CaF12N5O29S4 as an isolated structure (ωB97M-V/def2-TZVPD).

The geometry in XYZ format:
```
152
Properties=species:S:1:pos:R:3:mulliken_charge:R:1
Ca 8.82159 19.19390 -15.40942 1.92
C 6.16535 24.05554 -11.80843 0.67
F 5.94968 22.74176 -11.88781 -0.25
F 5.20159 24.70691 -12.51528 -0.18
F 6.16138 24.34637 -10.50855 -0.20
S 7.94131 24.31107 -12.61372 0.92
O 8.38073 25.73599 -12.44456 -0.55
O 8.74993 23.26330 -11.93974 -0.65
N 7.78744 23.79822 -14.22732 -0.52
S 7.43288 25.09395 -15.06084 1.04
O 6.66723 24.66498 -16.24562 -0.70
O 6.57112 26.01191 -14.29666 -0.62
C 9.04820 25.92872 -15.50198 0.73
F 9.98688 25.33949 -14.82398 -0.21
F 9.10235 25.66323 -16.80471 -0.22
F 9.11851 27.24880 -15.39947 -0.22
C 15.74820 19.57156 -16.69821 0.68
F 16.47773 18.84514 -15.87151 -0.18
F 15.44569 20.61846 -15.95003 -0.23
F 16.49827 20.01162 -17.71618 -0.22
S 14.10616 18.69761 -17.48927 0.93
O 13.21984 19.91422 -17.71677 -0.65
O 14.49205 17.96475 -18.70297 -0.53
N 13.29818 17.71890 -16.20014 -0.48
S 14.19533 16.37851 -16.12503 1.00
O 13.40483 15.16012 -16.42701 -0.65
O 15.47923 16.42282 -16.81367 -0.58
C 14.79074 16.10647 -14.23319 0.61
F 15.31680 14.93586 -14.04029 -0.19
F 15.61576 17.13568 -13.79548 -0.21
F 13.65056 16.01958 -13.51269 -0.25
C 4.67838 10.31427 -21.20642 -1.39
C 6.05807 10.73503 -20.75410 0.42
C 7.06365 11.34074 -21.58942 -0.44
O 7.54307 12.45812 -20.91108 -0.27
C 6.73993 12.65742 -19.89437 0.67
O 6.98207 13.45436 -18.97415 -0.65
O 5.81968 11.78497 -19.83179 -0.32
H 4.73663 9.35202 -21.71514 0.40
H 4.33213 10.92842 -22.03770 0.34
H 3.89710 10.15358 -20.46354 0.34
H 6.54844 9.97578 -20.14486 0.29
H 6.44270 11.67560 -22.42031 0.29
H 7.76062 10.62473 -22.02492 0.32
C 5.17806 12.37830 -8.15158 -1.28
C 5.14920 13.96332 -8.14242 0.46
C 6.15259 14.68102 -7.34782 -0.57
O 7.09786 15.24502 -8.23672 -0.33
C 6.74627 15.02760 -9.43604 0.69
O 7.25233 15.44276 -10.38500 -0.53
O 5.62398 14.24575 -9.43692 -0.39
H 4.32535 11.86367 -7.70870 0.34
H 6.17583 12.05726 -7.85242 0.36
H 5.14119 11.92181 -9.14070 0.33
H 4.15520 14.38819 -8.00256 0.33
H 6.72161 13.89277 -6.85489 0.27
H 5.81712 15.32790 -6.53720 0.33
C 19.70701 21.30697 -7.96513 -1.35
C 19.05377 21.79859 -9.26609 0.50
C 17.56644 21.88321 -9.14550 -0.48
O 17.30209 23.25623 -9.34472 -0.33
C 18.42752 23.90680 -9.53239 0.70
O 18.55869 25.10616 -9.85406 -0.61
O 19.41403 23.10578 -9.33441 -0.34
H 19.90694 20.23960 -7.87108 0.38
H 19.16860 21.48303 -7.03388 0.35
H 20.71141 21.70939 -7.83341 0.33
H 19.18087 21.25172 -10.20036 0.32
H 17.17312 21.49657 -8.20534 0.26
H 17.08949 21.33078 -9.95509 0.27
C 17.03330 11.54445 -24.95278 -1.32
C 15.73407 12.41551 -24.89431 0.28
C 15.87345 13.75273 -25.48675 -0.41
O 14.67571 13.96454 -26.27542 -0.32
C 14.06551 12.66205 -26.35823 0.61
O 12.98068 12.47769 -26.88654 -0.55
O 14.82549 11.80646 -25.68598 -0.32
H 17.83374 12.18518 -24.58284 0.37
H 17.13142 11.40166 -26.02893 0.36
H 17.01255 10.57547 -24.45403 0.33
H 15.19666 12.44753 -23.94654 0.35
H 16.89905 13.77503 -25.85519 0.33
H 15.84890 14.40515 -24.61391 0.28
C 22.53652 9.79572 -16.35162 -1.41
C 21.01921 10.07757 -16.29639 0.41
C 20.47263 10.53482 -17.67593 -0.44
O 19.36358 9.71682 -17.80817 -0.28
C 19.43023 8.74296 -16.95596 0.67
O 18.63257 7.78453 -16.94388 -0.61
O 20.44731 8.78389 -16.08083 -0.32
H 23.04588 10.75391 -16.45427 0.38
H 22.76154 9.17000 -17.21529 0.36
H 22.86559 9.24432 -15.47084 0.34
H 20.75787 10.76966 -15.49587 0.31
H 21.28022 10.33501 -18.38018 0.27
H 20.09592 11.55641 -17.72631 0.32
C 7.39346 21.31590 -26.09843 -1.45
C 7.01296 20.14481 -25.30576 0.51
C 8.11496 19.12358 -25.00800 -0.42
O 8.48307 19.36658 -23.63483 -0.32
C 7.42077 20.02108 -23.06838 0.67
O 7.27179 20.09682 -21.87922 -0.58
O 6.56739 20.40665 -23.95783 -0.36
H 7.35296 21.00680 -27.14290 0.39
H 8.38005 21.75096 -25.93890 0.33
H 6.64803 22.10590 -26.00721 0.36
H 6.16051 19.62286 -25.74050 0.28
H 9.00963 19.39492 -25.56839 0.31
H 7.69954 18.12266 -25.12491 0.28
C 18.20105 20.44785 -25.19309 -1.43
C 19.63099 19.94234 -24.95039 0.58
C 20.47810 20.87576 -24.08918 -0.47
O 21.34558 20.00059 -23.45796 -0.32
C 20.78883 18.73842 -23.48844 0.64
O 21.21974 17.77689 -22.89447 -0.55
O 19.66066 18.74920 -24.21707 -0.34
H 18.22452 21.18474 -25.99592 0.37
H 17.74125 21.00548 -24.37717 0.35
H 17.52596 19.62423 -25.42554 0.35
H 20.00723 19.63319 -25.92557 0.25
H 20.03801 21.52454 -23.33188 0.31
H 21.10515 21.52232 -24.70306 0.26
N 7.85146 9.73253 -13.91471 0.00
C 6.93177 8.81122 -14.29139 -0.40
C 7.62958 7.64010 -14.76750 -0.42
C 9.07084 7.90503 -14.65147 -0.50
C 9.11126 9.20306 -14.14291 -0.37
H 7.56363 10.62193 -13.53231 0.19
H 5.88665 9.03482 -14.13604 0.37
H 7.13360 6.79168 -15.21536 0.37
H 9.89249 7.22695 -14.82893 0.38
H 9.85609 9.89063 -13.77023 0.38
N 14.18055 6.97934 -5.26874 -0.05
C 12.98295 6.65743 -5.79444 -0.45
C 12.94482 7.19686 -7.09474 -0.26
C 14.16157 7.87404 -7.21636 -0.49
C 14.77294 7.95215 -6.03916 -0.39
H 14.55246 6.66387 -4.38429 0.19
H 12.15475 6.11614 -5.36144 0.35
H 12.11026 7.07898 -7.77003 0.38
H 14.40761 8.50846 -8.05504 0.36
H 15.67627 8.51273 -5.84898 0.35
N 25.34469 13.59909 -9.07265 -0.05
C 24.88370 13.53461 -7.77540 -0.41
C 23.44453 13.54708 -7.89617 -0.47
C 23.12124 13.91270 -9.20542 -0.35
C 24.32776 13.75631 -10.01463 -0.39
H 26.30552 13.76067 -9.33873 0.23
H 25.50630 13.40648 -6.90227 0.36
H 22.70792 13.54516 -7.10635 0.36
H 22.15798 14.09156 -9.65988 0.37
H 24.54024 13.93271 -11.05873 0.35
```

**Total charge**: 0
**LUMO energy**: -6.4053 eV
**HOMO**: -0.29566 Ha
**Calculated total energy**: -7634.77724 Eh